The following is a DFT calculation (ωB97M-V/def2-TZVPD) of 2 unconnected molecules or ions with the total composition C8H9ClF2NP.

## Properties
E_HOMO (alpha / beta)   -0.251 / -0.258 Ha
Relative energy (zero: lowest compared OMol25 entry of this formula, charge and spin)   15.03 kJ/mol
Frontier orbital gap (alpha / beta)   7.2661 / 7.2136 eV

```
! RIJCOSX wB97M-V def2-TZVPD def2/J DEFGRID3
* xyz 0 1
C -0.44488 3.10229 0.46076
C -0.62219 2.82541 1.80266
C 1.43664 1.59055 0.30359
C 0.58666 2.49059 -0.25468
C 1.21539 1.21743 1.62684
C 0.24005 1.85736 2.34291
C 0.16725 -3.22272 -0.28689
C -1.04512 -2.92746 -2.29867
N -0.35815 -2.26441 -1.32702
F 0.65524 2.88005 -1.54674
F 1.98359 0.26050 2.10959
P -0.26056 -0.75335 -0.77711
Cl -1.21665 0.20032 -2.15654
H -1.17247 3.74384 -0.02145
H -1.46307 3.16243 2.34098
H 2.16591 1.19916 -0.29830
H 0.78485 -4.12867 -0.60246
H 0.77347 -2.75139 0.50582
H -0.72605 -3.68947 0.23209
H 0.04586 1.60436 3.40106
H -1.07735 -4.02910 -2.50883
H -1.66842 -2.36773 -3.04761
*
```

Mulliken charges, unit e, in atom order: atom 1 (C): -0.193, atom 2 (C): -0.618, atom 3 (C): -0.433, atom 4 (C): 0.124, atom 5 (C): 0.386, atom 6 (C): -0.331, atom 7 (C): -0.969, atom 8 (C): -0.356, atom 9 (N): 0.176, atom 10 (F): -0.326, atom 11 (F): -0.313, atom 12 (P): 0.056, atom 13 (Cl): -0.262, atom 14 (H): 0.386, atom 15 (H): 0.421, atom 16 (H): 0.545, atom 17 (H): 0.327, atom 18 (H): 0.285, atom 19 (H): 0.340, atom 20 (H): 0.326, atom 21 (H): 0.265, atom 22 (H): 0.164

=====

The following is a DFT calculation (ωB97M-V/def2-TZVPD) of a molecular structure, C20H20MnN3SSi.

## Properties
E_HOMO (alpha / beta)   -0.405 / -0.403 Ha
Relative energy (zero: lowest compared OMol25 entry of this formula, charge and spin)   0.00 kJ/mol
Frontier orbital gap (alpha / beta)   7.2075 / 7.1682 eV

```
! RIJCOSX wB97M-V def2-TZVPD def2/J DEFGRID3
* xyz 1 2
Mn -0.12542 -0.11351 0.71061
C 0.76803 1.72777 -5.87152
Si 0.87040 0.48483 -4.47564
C -0.23816 -0.96976 -4.84502
C 2.65224 0.01979 -4.17576
C 0.20340 1.39161 -2.93605
C -0.23616 2.70934 -2.98742
C -0.72016 3.35484 -1.85259
C -0.75897 2.66562 -0.66567
N -0.34591 1.39412 -0.56760
C 0.12251 0.78038 -1.68191
S 0.59002 -0.85994 -1.27371
H 1.13488 1.28364 -6.79914
H 1.37861 2.61048 -5.66720
H -0.26142 2.04899 -6.04695
H 0.06234 -1.44615 -5.78113
H -1.27372 -0.64181 -4.95771
H -0.20248 -1.72444 -4.05865
H 3.08832 -0.41012 -5.08051
H 2.75725 -0.71119 -3.37339
H 3.23838 0.90295 -3.91285
H -0.20392 3.24931 -3.92584
H -1.06227 4.37911 -1.89070
H -1.12964 3.14125 0.23088
C 0.85178 -3.98927 2.22442
C 0.67841 -2.90310 1.36682
N 0.18709 -1.73806 1.76342
C -0.15724 -1.61880 3.07162
C -0.01929 -2.65118 4.00208
C 0.50461 -3.87037 3.54524
C -0.41609 -2.41252 5.36162
C -0.91344 -1.21827 5.74098
C -1.06279 -0.14366 4.79954
C -1.57341 1.11875 5.13944
C -1.67534 2.07722 4.16396
C -1.27112 1.77617 2.86470
N -0.78426 0.59943 2.50159
C -0.68307 -0.35259 3.47075
H 1.25797 -4.91262 1.83791
H 0.94666 -2.97847 0.32187
H 0.63087 -4.70075 4.22830
H -0.30622 -3.21703 6.07727
H -1.21090 -1.04431 6.76706
H -1.87990 1.32506 6.15718
H -2.06351 3.06042 4.38704
H -1.34897 2.52683 2.09265
*
```

Mulliken charges, unit e, in atom order: atom 1 (Mn): 0.495, atom 2 (C): -1.095, atom 3 (Si): 0.196, atom 4 (C): -1.001, atom 5 (C): -1.001, atom 6 (C): 0.162, atom 7 (C): 0.132, atom 8 (C): -1.273, atom 9 (C): 0.144, atom 10 (N): -0.408, atom 11 (C): 0.480, atom 12 (S): -0.526, atom 13 (H): 0.311, atom 14 (H): 0.319, atom 15 (H): 0.320, atom 16 (H): 0.356, atom 17 (H): 0.335, atom 18 (H): 0.321, atom 19 (H): 0.355, atom 20 (H): 0.320, atom 21 (H): 0.336, atom 22 (H): 0.405, atom 23 (H): 0.379, atom 24 (H): 0.379, atom 25 (C): -0.905, atom 26 (C): 0.068, atom 27 (N): -0.325, atom 28 (C): 0.165, atom 29 (C): 0.933, atom 30 (C): -0.539, atom 31 (C): -0.904, atom 32 (C): -0.872, atom 33 (C): 1.132, atom 34 (C): -0.627, atom 35 (C): -0.928, atom 36 (C): 0.535, atom 37 (N): -0.454, atom 38 (C): 0.153, atom 39 (H): 0.424, atom 40 (H): 0.387, atom 41 (H): 0.447, atom 42 (H): 0.419, atom 43 (H): 0.417, atom 44 (H): 0.450, atom 45 (H): 0.434, atom 46 (H): 0.147

=====

The following is a DFT calculation (ωB97M-V/def2-TZVPD) of a molecular structure, C24H28CrGe2N3O4S2.

## Properties
E_HOMO (alpha / beta)   -0.299 / -0.261 Ha
Frontier orbital gap (alpha / beta)   7.4107 / 6.5836 eV

```
! RIJCOSX wB97M-V def2-TZVPD def2/J DEFGRID3
* xyz 0 2
Cr -1.27057 0.52455 0.63147
C -1.97689 -1.38601 5.16966
N -2.61754 -1.78741 3.92655
C -3.87599 -2.34929 3.83411
C -4.13763 -2.52059 2.52395
N -3.03053 -2.06603 1.81662
C -2.10084 -1.58549 2.69520
S -0.59932 -0.83146 2.42352
C -2.97835 -2.06742 0.38698
C -3.59114 -3.10682 -0.29557
C -3.61165 -3.03956 -1.67970
C -3.01440 -1.95928 -2.32149
C -2.39949 -0.98403 -1.55944
N -2.37338 -1.03664 -0.21842
H -2.43497 -1.94409 5.98124
H -2.11139 -0.31523 5.32024
H -0.91428 -1.61048 5.11918
H -4.47116 -2.55363 4.70259
H -5.01984 -2.88004 2.03301
H -4.02067 -3.94284 0.23265
H -4.08917 -3.82879 -2.24288
H -3.00716 -1.86577 -3.39630
H -1.91819 -0.12182 -2.00132
O -2.14499 4.14771 0.00299
S -1.86097 2.77126 0.24200
O -0.63102 2.48849 1.09445
O -1.57640 1.93239 -0.99217
O -2.90306 1.93094 0.92430
C 0.46979 3.26928 -3.16426
Ge 1.58629 2.99094 -1.58669
C 1.38892 4.55459 -0.43657
C 3.46524 2.85375 -2.13769
Ge 1.04398 0.90306 -0.49073
C 1.10454 -0.58870 -1.78538
C 0.84008 -1.90470 -1.39604
C 0.84560 -2.94993 -2.30852
C 1.10298 -2.69859 -3.64831
C 1.36425 -1.40003 -4.06040
C 1.36789 -0.36279 -3.13745
C 2.37538 0.49709 0.89727
C 2.97191 1.54763 1.59611
C 3.90661 1.31461 2.59462
C 4.26343 0.01550 2.92266
C 3.67937 -1.04432 2.24380
C 2.74631 -0.80253 1.24726
H 0.92301 4.04287 -3.78732
H -0.52413 3.58769 -2.86117
H 0.36875 2.35999 -3.75450
H 1.88527 5.39451 -0.92753
H 1.83793 4.41110 0.54181
H 0.33860 4.79189 -0.29485
H 3.76687 3.79570 -2.59671
H 3.62167 2.05452 -2.85963
H 4.11135 2.66641 -1.28154
H 0.61514 -2.12525 -0.35488
H 0.64731 -3.96091 -1.97481
H 1.10632 -3.50876 -4.36528
H 1.56917 -1.19278 -5.10277
H 1.57740 0.63968 -3.48783
H 2.69966 2.56878 1.36987
H 4.35417 2.15005 3.11658
H 4.99298 -0.17009 3.70081
H 3.95465 -2.06263 2.48764
H 2.31232 -1.65024 0.72902
*
```

Mulliken charges, unit e, in atom order: atom 1 (Cr): 0.146, atom 2 (C): -0.843, atom 3 (N): 0.192, atom 4 (C): -0.588, atom 5 (C): -0.522, atom 6 (N): 0.395, atom 7 (C): 0.166, atom 8 (S): -0.465, atom 9 (C): 0.090, atom 10 (C): -0.750, atom 11 (C): -0.562, atom 12 (C): -0.992, atom 13 (C): -0.429, atom 14 (N): 0.579, atom 15 (H): 0.314, atom 16 (H): 0.328, atom 17 (H): 0.339, atom 18 (H): 0.449, atom 19 (H): 0.499, atom 20 (H): 0.577, atom 21 (H): 0.427, atom 22 (H): 0.490, atom 23 (H): 0.566, atom 24 (O): -0.692, atom 25 (S): 1.345, atom 26 (O): -0.453, atom 27 (O): -0.452, atom 28 (O): -0.439, atom 29 (C): -1.190, atom 30 (Ge): 0.692, atom 31 (C): -1.178, atom 32 (C): -1.241, atom 33 (Ge): 0.052, atom 34 (C): 0.534, atom 35 (C): 0.056, atom 36 (C): -1.051, atom 37 (C): -0.546, atom 38 (C): -0.878, atom 39 (C): -0.041, atom 40 (C): 0.008, atom 41 (C): -0.032, atom 42 (C): -0.825, atom 43 (C): -0.422, atom 44 (C): -0.878, atom 45 (C): 0.377, atom 46 (H): 0.512, atom 47 (H): 0.304, atom 48 (H): 0.365, atom 49 (H): 0.465, atom 50 (H): 0.347, atom 51 (H): 0.335, atom 52 (H): 0.479, atom 53 (H): 0.355, atom 54 (H): 0.379, atom 55 (H): 0.234, atom 56 (H): 0.439, atom 57 (H): 0.386, atom 58 (H): 0.439, atom 59 (H): 0.184, atom 60 (H): 0.216, atom 61 (H): 0.396, atom 62 (H): 0.375, atom 63 (H): 0.415, atom 64 (H): 0.220

=====

The following is a DFT calculation (ωB97M-V/def2-TZVPD) of a molecular structure, C4H5N.

## Properties
E_HOMO   -0.301 Ha
Relative energy (zero: lowest compared OMol25 entry of this formula, charge and spin)   461.00 kJ/mol
Frontier orbital gap   8.9856 eV

```
! RIJCOSX wB97M-V def2-TZVPD def2/J DEFGRID3
* xyz 0 1
N -1.31050 -0.60635 0.69613
C -1.01651 0.62411 0.50349
C 0.21932 0.99966 -0.18731
C 0.94677 -0.08841 -0.47638
C 1.26336 -1.36000 -0.31330
H -2.17653 -0.70384 1.22011
H -1.64838 1.45343 0.84408
H 0.47409 2.02425 -0.42518
H 2.12837 -0.30109 -0.70446
H 1.12001 -2.04175 -1.15717
*
```

Mulliken charges, unit e, in atom order: atom 1 (N): -0.589, atom 2 (C): 0.039, atom 3 (C): -0.610, atom 4 (C): 0.280, atom 5 (C): -0.480, atom 6 (H): 0.231, atom 7 (H): 0.336, atom 8 (H): 0.349, atom 9 (H): 0.228, atom 10 (H): 0.217